# 1
Below is an isolated molecule of C16H22N2O3, with properties calculated with wB97M-V/def2-TZVPD.

Geometry as XYZ:
```
43
Properties=species:S:1:pos:R:3:forces:R:3:mulliken_charge:R:1
C 3.02474 -3.29094 5.08737 0.0 0.1 0.1 -0.749
O 2.63306 -3.69986 3.80231 -0.1 -0.1 -0.3 -0.319
C 3.58869 -3.39757 2.80875 0.1 -0.1 -0.3 -0.465
C 3.03958 -3.87427 1.46433 0.3 0.1 0.4 -0.843
N 1.79884 -3.20525 1.15384 0.0 -0.3 0.3 -0.189
C 1.72435 -2.19677 0.25889 -0.7 -0.1 0.0 0.255
O 2.63796 -1.88734 -0.47533 0.3 0.2 -0.2 -0.675
C 0.36568 -1.49745 0.25823 0.2 0.2 -0.1 0.252
C 0.17406 -0.65500 1.52774 -0.1 0.1 0.0 -0.430
C -0.48789 0.63235 1.04825 0.0 -0.3 0.2 0.265
O -0.97795 1.49033 1.74800 -0.1 0.3 0.3 -0.688
N -0.41231 0.65943 -0.29561 0.0 -0.1 -0.3 0.295
C -0.87375 1.76782 -1.08828 -0.2 0.1 0.1 -0.943
C -2.20980 1.46979 -1.78853 0.2 0.1 0.1 -0.760
C -2.67920 2.68741 -2.53043 -0.1 -0.1 0.0 0.356
C -2.38090 2.85958 -3.87548 0.0 0.0 0.0 -0.316
C -2.78391 4.00104 -4.54616 0.0 0.1 -0.1 -0.565
C -3.48773 4.98698 -3.87675 0.0 0.1 -0.1 -0.413
C -3.78606 4.82592 -2.53413 0.0 0.1 0.0 -0.593
C -3.38266 3.68421 -1.86580 0.0 0.0 0.0 -0.348
C 0.24094 -0.48339 -0.88653 0.3 -0.1 -0.3 -0.911
H 3.95294 -3.78654 5.39621 0.0 0.0 0.0 0.296
H 2.22003 -3.57338 5.76278 0.1 0.0 0.1 0.246
H 3.17502 -2.20518 5.13035 0.0 0.0 0.0 0.315
H 3.77075 -2.31237 2.77600 0.0 -0.1 0.0 0.333
H 4.54212 -3.90155 3.02566 -0.1 0.0 0.0 0.436
H 2.86322 -4.95193 1.50778 0.1 0.0 0.0 0.330
H 3.74734 -3.64209 0.66688 -0.1 -0.1 0.1 0.396
H 1.06283 -3.33063 1.83135 -0.1 0.1 -0.1 0.314
H -0.41870 -2.25536 0.18718 0.0 0.1 0.0 0.497
H -0.43598 -1.13877 2.28884 0.0 0.1 0.0 0.385
H 1.13113 -0.38539 1.98058 0.0 0.0 0.0 0.260
H -1.00553 2.61278 -0.40709 0.1 0.0 -0.1 0.455
H -0.11144 2.02267 -1.83162 0.0 0.0 0.1 0.259
H -2.94039 1.18576 -1.02882 0.0 -0.1 0.0 0.340
H -2.08220 0.63497 -2.48046 -0.1 0.0 0.0 0.427
H -1.83242 2.09197 -4.40352 0.0 -0.1 0.0 0.347
H -2.54784 4.12098 -5.59356 0.0 0.0 -0.1 0.367
H -3.80324 5.87778 -4.39959 0.0 0.1 0.0 0.374
H -4.33498 5.59232 -2.00674 0.0 0.1 0.0 0.371
H -3.61583 3.56039 -0.81808 0.0 0.0 0.1 0.391
H -0.34278 -0.87671 -1.72254 0.0 0.0 0.0 0.297
H 1.24023 -0.21677 -1.25628 -0.2 -0.1 0.0 0.345
```
Positions in Å, forces in eV/Å.

Summary:
Kohn-Sham gap in eV: 9.64
LUMO in hartree: 0.0260
M in g/mol: 290.36
Energy relative to the best compared isomer or geometry (same formula, charge and spin) in kJ/mol: 101.6


# 2
Below is an isolated molecule of C16H22N4O2, with properties calculated with wB97M-V/def2-TZVPD.

Geometry as XYZ:
```
44
Properties=species:S:1:pos:R:3:forces:R:3:mulliken_charge:R:1
C 6.71359 -0.56170 -2.85095 0.0 0.1 -0.1 -1.019
C 6.03574 0.79428 -3.04648 0.1 0.0 0.2 -0.778
C 4.81426 0.91558 -2.14411 0.4 0.0 -0.6 0.683
O 4.81352 1.57577 -1.13076 0.0 0.1 0.3 -0.633
N 3.75889 0.18723 -2.60422 -0.1 -0.3 -0.4 -0.079
C 2.48537 0.01169 -2.04345 -0.2 0.1 0.3 0.945
C 1.59152 -0.79938 -2.76364 0.0 0.0 0.0 -0.669
C 0.31069 -1.04754 -2.31854 -0.1 -0.1 0.0 -1.385
C -0.06490 -0.45994 -1.12282 0.6 0.3 0.1 0.100
C 0.82670 0.35698 -0.38513 -0.5 -0.5 -0.6 0.476
C 2.11466 0.59939 -0.84474 0.0 0.0 0.0 -0.476
N 0.19945 0.80167 0.75113 -0.1 0.3 0.6 -0.832
C -0.99766 0.29082 0.71100 0.2 0.0 -0.1 0.437
N -1.22818 -0.47213 -0.39531 0.0 0.2 0.2 0.149
C -2.46363 -1.15316 -0.65531 -0.5 -0.2 -0.1 -0.574
C -3.56853 -0.46115 0.14105 0.2 -0.2 -0.2 -0.841
N -3.17470 -0.41340 1.53794 0.0 -0.1 -0.1 0.093
C -4.28139 -0.11832 2.42688 -0.1 -0.1 0.3 -0.713
C -3.92802 -0.44492 3.88669 0.1 0.0 -0.2 -0.594
O -5.06017 -0.67949 4.68839 0.0 -0.1 0.0 -0.408
C -5.80325 0.47317 5.00029 0.0 0.0 0.0 -0.696
C -2.06681 0.50923 1.72288 -0.1 0.1 0.2 -0.598
H 6.04646 -1.37952 -3.11724 0.0 -0.1 0.0 0.305
H 7.60482 -0.62981 -3.47072 0.1 -0.1 0.0 0.328
H 7.00628 -0.68496 -1.81113 0.0 -0.1 0.1 0.307
H 6.72870 1.59074 -2.77469 -0.1 0.0 0.0 0.324
H 5.74471 0.92547 -4.09111 0.0 0.0 0.0 0.295
H 3.89924 -0.30964 -3.47282 0.1 0.1 0.2 0.193
H 1.92075 -1.24147 -3.69414 0.0 0.0 -0.1 0.324
H -0.36323 -1.67492 -2.88261 0.0 -0.1 -0.1 0.386
H 2.79531 1.22025 -0.29027 0.1 0.0 0.0 0.596
H -2.68105 -1.12281 -1.72743 0.0 0.0 0.1 0.414
H -2.38599 -2.20038 -0.33837 -0.1 0.1 -0.1 0.226
H -4.48972 -1.03900 0.05035 0.0 0.0 0.0 0.460
H -3.74670 0.54747 -0.27368 0.0 -0.1 0.0 0.331
H -5.12009 -0.76148 2.14740 0.0 0.1 0.0 0.410
H -4.60462 0.93438 2.33608 0.0 -0.1 -0.1 0.362
H -3.31720 0.35581 4.32764 0.0 -0.1 0.0 0.371
H -3.36122 -1.37865 3.90381 0.1 0.1 -0.1 0.342
H -6.30804 0.88803 4.12089 0.0 0.0 0.0 0.281
H -6.55200 0.16622 5.72811 0.0 0.1 0.0 0.249
H -5.16442 1.24824 5.44121 0.0 0.0 0.0 0.312
H -1.63694 0.36702 2.71616 0.0 0.1 -0.1 0.354
H -2.39901 1.56399 1.65184 0.0 -0.1 0.0 0.241
```
Positions in Å, forces in eV/Å.

Summary:
Kohn-Sham gap in eV: 8.62
LUMO in hartree: 0.0268
M in g/mol: 302.38
Energy relative to the best compared isomer or geometry (same formula, charge and spin) in kJ/mol: 56.8


# 3
Below is an isolated molecule of C16H22N4O2 in a non-equilibrium geometry, with properties calculated with wB97M-V/def2-TZVPD.

Geometry as XYZ:
```
44
Properties=species:S:1:pos:R:3:forces:R:3:mulliken_charge:R:1
C -0.12583 -3.84885 1.70077 1.1 0.7 2.3 -0.923
C -0.02110 -4.12462 0.24717 -0.8 -0.3 1.0 -0.301
O -0.17038 -2.95932 -0.52715 -1.1 0.3 -1.7 -0.373
C 0.82855 -2.10055 -0.56650 3.2 1.2 3.6 -0.724
O 1.80107 -2.16465 0.21451 -1.2 -1.2 -1.8 -0.575
C 0.63240 -0.80362 -1.19474 1.3 1.4 -4.3 -0.046
C 1.37527 -0.24640 -2.25636 -2.7 -1.6 1.3 1.113
C 2.48472 -1.04622 -2.84003 -0.2 1.9 -1.3 -1.453
N 1.06730 0.97504 -2.89331 -0.7 0.5 0.2 -0.700
C -0.07148 1.56037 -2.56595 1.3 1.0 0.4 0.678
N -0.45332 2.89951 -3.05959 0.1 -4.4 0.2 0.059
N 0.30563 3.47975 -4.09976 2.1 -0.7 0.9 -0.767
N -0.88350 1.01905 -1.61986 -0.8 -0.2 0.7 0.277
C -2.22968 1.48522 -1.43523 0.7 2.2 -0.7 -1.446
C -0.56683 -0.12607 -0.73662 -1.2 -0.2 0.8 -0.347
C -0.43562 0.29289 0.74319 0.9 1.5 0.9 0.156
C -1.32877 0.06086 1.77665 0.4 0.1 -0.7 -0.134
C -1.24180 0.59198 3.04145 1.3 0.8 -0.6 -0.998
C -0.13588 1.38310 3.42065 -0.7 -0.7 -2.9 1.099
C -0.10552 1.81461 4.80452 4.1 0.3 0.5 -1.295
C 0.84442 1.63027 2.41662 -1.1 -1.0 -0.5 -1.154
C 0.66253 1.09283 1.11239 -0.5 0.0 0.5 -0.114
H 0.19210 -2.83653 1.97751 -0.2 -0.1 -0.3 0.222
H 0.62076 -4.45593 2.22460 -0.2 -0.1 0.0 0.306
H -1.06954 -4.04739 2.19589 -0.4 0.0 -0.3 0.312
H 0.93752 -4.54097 0.06127 0.7 -0.6 -0.5 0.374
H -0.86219 -4.80081 0.08030 0.4 0.1 -1.1 0.310
H 2.63970 -0.80488 -3.90119 -0.6 -0.3 0.0 0.384
H 2.41729 -2.09314 -2.69048 0.2 -0.8 0.4 0.408
H 3.33084 -0.55171 -2.44979 1.6 -0.2 0.9 0.349
H -0.81561 3.48866 -2.33686 0.4 0.5 0.1 0.238
H -0.29105 3.96776 -4.71243 -0.9 0.1 -1.0 0.212
H 0.89147 2.75875 -4.58133 -0.9 0.8 0.8 0.284
H -2.67686 1.54459 -2.37603 -0.8 0.0 -1.9 0.592
H -2.29965 2.53832 -1.10558 0.1 -0.6 0.7 0.320
H -2.84959 0.83066 -0.90607 -0.4 -0.9 1.4 0.437
H -1.37680 -0.91374 -0.79943 0.2 1.1 0.0 0.507
H -2.11886 -0.58621 1.60305 -1.8 -1.1 -0.5 0.524
H -2.08549 0.44492 3.67942 -0.1 -0.2 0.7 0.414
H -0.32673 0.94699 5.38070 -0.6 -0.1 1.1 0.402
H 0.98212 2.07906 5.01840 -1.1 -0.4 0.1 0.335
H -0.57323 2.72446 5.03221 -1.4 0.9 0.4 0.299
H 1.74675 2.19574 2.61788 -0.1 0.0 0.2 0.342
H 1.35484 1.24623 0.30512 0.7 0.4 0.1 0.398
```
Positions in Å, forces in eV/Å.

Summary:
Kohn-Sham gap in eV: 8.20
LUMO in hartree: 0.0268
M in g/mol: 302.38
Energy relative to the best compared isomer or geometry (same formula, charge and spin) in kJ/mol: 402.6